A structure of composition C33H36NO10P2Y, computed with wB97M-V/def2-TZVPD.

XYZ file:
```
83
Properties=species:S:1:pos:R:3
Y -0.321 0.074 0.390
N 2.887 -2.959 2.171
C 2.306 -1.609 2.561
C 2.996 -1.099 3.815
P 2.780 -0.588 1.061
O 2.508 0.921 1.555
O 1.731 -0.874 0.016
O 4.212 -0.896 0.855
P 0.490 -1.907 2.710
O 0.298 -2.463 4.196
O 0.215 -2.949 1.688
O -0.187 -0.558 2.594
H 3.770 -2.797 1.665
H 2.178 -3.412 1.568
H 3.048 -3.544 2.990
H 4.056 -0.908 3.634
H 2.890 -1.809 4.639
H 2.529 -0.164 4.121
H 3.320 1.445 1.541
H -0.212 -1.872 4.763
C 1.427 1.461 -2.452
C -0.025 1.443 -2.872
C -0.177 1.143 -4.352
O -0.662 2.682 -2.571
C -1.739 2.478 -1.645
C -2.077 1.008 -1.992
O -0.745 0.459 -2.104
C -2.924 0.002 -1.177
O -2.344 -0.211 0.058
C -2.908 -1.313 -1.993
C -3.595 -1.413 -3.200
C -3.545 -2.570 -3.963
C -2.812 -3.662 -3.522
C -2.140 -3.580 -2.313
C -2.187 -2.416 -1.554
C -4.366 0.483 -1.025
C -5.083 0.014 0.071
C -6.400 0.395 0.270
C -7.023 1.261 -0.620
C -6.317 1.733 -1.715
C -4.999 1.341 -1.918
C -1.242 2.919 -0.231
O -0.164 2.122 0.155
C -0.781 4.382 -0.348
C -1.648 5.395 -0.748
C -1.212 6.707 -0.843
C 0.103 7.029 -0.533
C 0.969 6.026 -0.129
C 0.531 4.711 -0.040
C -2.355 2.865 0.829
C -2.019 2.556 2.145
C -2.986 2.519 3.137
C -4.310 2.805 2.837
C -4.652 3.137 1.536
C -3.682 3.169 0.545
H 1.969 2.152 -3.099
H 1.868 0.469 -2.558
H 1.516 1.806 -1.425
H 0.265 1.954 -4.929
H -1.225 1.057 -4.635
H 0.333 0.212 -4.601
H -2.558 3.123 -1.967
H -2.523 1.039 -2.990
H -4.189 -0.577 -3.548
H -4.088 -2.618 -4.898
H -2.777 -4.571 -4.108
H -1.578 -4.427 -1.940
H -1.679 -2.433 -0.598
H -4.583 -0.633 0.778
H -6.940 0.024 1.132
H -8.050 1.564 -0.460
H -6.788 2.410 -2.418
H -4.477 1.732 -2.783
H -2.682 5.171 -0.979
H -1.902 7.480 -1.157
H 0.445 8.053 -0.604
H 1.997 6.266 0.116
H 1.199 3.919 0.268
H -0.984 2.355 2.391
H -2.700 2.269 4.152
H -5.066 2.772 3.611
H -5.680 3.358 1.279
H -3.992 3.418 -0.461
```

The value obtained for the total energy is -76402.6258 eV. The HOMO energy is -8.288 eV. The maximum force is 0.38 eV/A. Its energy relative to the best compared isomer or geometry (same formula, charge and spin) is 0.0 kJ/mol. The calculation puts the HOMO-LUMO gap at 8.253 eV.